1.
{
  "formula": "C18H38N2O2RuSSi2Te5",
  "method": "ωB97M-V/def2-TZVPD",
  "s_squared": 8.824,
  "spin_multiplicity": 6,
  "e_lumo_ev": [-3.2, -4.2],
  "charge": 1,
  "e_homo_ev": [-9.463, -10.284],
  "relative_energy_kj_mol": 30.67,
  "homo_lumo_gap_ev": [6.28, 6.12],
  "symbols": ["Ru", "C", "C", "O", "N", "C", "C", "C", "C", "C", "C", "N", "H", "H", "H", "H", "H", "H", "H", "H", "H", "H", "Te", "Te", "Te", "Te", "C", "Si", "C", "C", "C", "Te", "C", "Si", "C", "C", "C", "H", "H", "H", "H", "H", "H", "H", "H", "H", "H", "H", "H", "H", "H", "H", "H", "H", "H", "H", "H", "H", "H", "C", "S", "C", "O", "H", "H", "H", "H", "H", "H"],
  "positions_angstrom": [[-0.991280, 2.510267, -0.838249], [-0.339299, 1.756113, 3.973217], [0.100960, 2.476217, 2.729603], [-0.620188, 2.541124, 1.738582], [1.323286, 3.047146, 2.734347], [1.760717, 3.894120, 1.633919], [2.450822, 3.163268, 0.506408], [3.836910, 3.198751, 0.410914], [4.466896, 2.554048, -0.640762], [3.684462, 1.887667, -1.568514], [2.311988, 1.900602, -1.398567], [1.691331, 2.526609, -0.395365], [-1.386191, 1.989758, 4.151957], [0.254187, 2.009560, 4.849467], [-0.265581, 0.682800, 3.792921], [1.893421, 2.975453, 3.559219], [2.445070, 4.634662, 2.047390], [0.892724, 4.424452, 1.242478], [4.410353, 3.734288, 1.155531], [5.544675, 2.573589, -0.731506], [4.119095, 1.365534, -2.408906], [1.669410, 1.383658, -2.100915], [-0.840512, 2.114865, -3.450469], [-0.101272, 4.518409, -2.489546], [-1.769106, 5.082907, -0.229661], [-3.481884, 3.048400, -0.066283], [3.690988, -2.749538, 1.191092], [2.173273, -1.818625, 1.758382], [0.884085, -3.027414, 2.371816], [2.639166, -0.595542, 3.104043], [1.565791, -0.800975, 0.290925], [-0.503679, -0.242256, 0.319519], [-1.000551, -2.060238, -0.689551], [-0.912833, -2.217945, -2.566959], [-1.265500, -4.012735, -2.947329], [0.799856, -1.759190, -3.168898], [-2.181998, -1.135484, -3.428980], [4.156715, -3.282516, 2.022407], [4.438292, -2.072317, 0.772709], [3.440935, -3.486552, 0.425709], [1.196083, -3.429623, 3.338007], [0.767728, -3.873172, 1.691797], [-0.095222, -2.564088, 2.509518], [2.615704, -1.041095, 4.098704], [1.966392, 0.263667, 3.101546], [3.647975, -0.214558, 2.931432], [1.712802, -1.313984, -0.659801], [2.162430, 0.110540, 0.258918], [-1.986369, -2.351641, -0.324286], [-0.287591, -2.760661, -0.246809], [-0.545543, -4.680975, -2.471993], [-1.227718, -4.196784, -4.022758], [-2.262324, -4.292163, -2.599972], [1.576721, -2.354343, -2.684280], [1.018676, -0.702207, -2.996145], [0.875524, -1.935793, -4.243744], [-3.048016, -1.726305, -3.735584], [-1.758965, -0.695913, -4.334787], [-2.525904, -0.332038, -2.776725], [-5.706999, -0.149439, -1.757653], [-4.602428, -0.956954, -0.606863], [-5.663195, -0.901132, 0.831465], [-3.502585, 0.031121, -0.343654], [-6.589389, -0.768936, -1.911885], [-5.164393, -0.039651, -2.694517], [-5.979331, 0.830258, -1.365271], [-6.546884, -1.512562, 0.654713], [-5.938263, 0.133601, 1.033883], [-5.094457, -1.308089, 1.664616]],
  "forces_ev_per_a": [[0.5855, -0.1205, 0.3799], [0.0542, -0.0172, -0.0259], [0.1433, 0.0588, 0.0372], [-0.1624, -0.0875, -0.0882], [-0.0935, -0.0233, -0.0569], [0.1038, 0.0794, 0.0620], [-0.0674, 0.0162, -0.0308], [-0.0296, -0.0667, -0.0073], [-0.0191, -0.0098, 0.0128], [0.0135, 0.0222, 0.0477], [0.0190, -0.0073, -0.0361], [0.0183, -0.0592, 0.0544], [-0.0035, 0.0154, 0.0038], [0.0143, 0.0050, -0.0004], [-0.0310, -0.0257, -0.0105], [0.0117, 0.0274, 0.0091], [-0.0082, -0.0071, -0.0271], [-0.0434, -0.0609, 0.0075], [0.0091, 0.0098, 0.0040], [0.0054, 0.0045, -0.0093], [0.0051, -0.0039, -0.0083], [0.0282, 0.0130, 0.0140], [-0.1236, 0.1795, 0.0339], [-0.0284, 0.0277, -0.3480], [-0.2224, 0.2547, 0.0927], [0.1024, -0.1428, -0.1617], [0.0122, -0.0059, 0.0456], [-0.0064, -0.0547, -0.0002], [0.0008, 0.0225, 0.0286], [-0.0226, 0.0265, -0.0430], [0.0369, 0.1054, -0.0488], [-0.1697, -0.0666, -0.0386], [-0.0570, 0.0159, 0.0182], [0.0469, 0.0370, -0.0166], [0.0146, -0.0030, -0.0102], [0.0205, 0.0078, 0.0340], [-0.0188, -0.0969, 0.0683], [0.0126, -0.0145, 0.0082], [0.0087, 0.0144, -0.0048], [-0.0114, -0.0084, -0.0175], [0.0032, -0.0309, 0.0037], [-0.0125, -0.0103, -0.0258], [0.0039, 0.0147, 0.0071], [0.0122, -0.0281, 0.0245], [-0.0559, 0.0086, 0.0244], [0.0245, 0.0086, -0.0118], [0.0314, 0.0218, -0.0010], [-0.0076, -0.0186, 0.0163], [-0.0282, 0.0481, -0.0231], [-0.0333, -0.0631, -0.0088], [0.0160, -0.0059, 0.0139], [-0.0022, -0.0002, -0.0236], [-0.0119, -0.0124, 0.0087], [0.0127, -0.0136, -0.0159], [-0.0002, 0.0130, 0.0249], [-0.0097, -0.0005, -0.0245], [-0.0340, -0.0018, 0.0330], [-0.0200, -0.0052, -0.0305], [-0.0240, 0.0700, 0.0205], [-0.0316, 0.0086, -0.0339], [0.0074, -0.0647, -0.0450], [-0.0356, 0.0040, 0.0264], [0.0639, 0.0083, 0.0722], [-0.0129, -0.0091, 0.0017], [0.0025, 0.0056, -0.0090], [-0.0008, -0.0010, 0.0050], [-0.0138, -0.0122, -0.0041], [0.0043, 0.0088, -0.0057], [0.0036, -0.0035, 0.0088]]
}

***

2.
{
  "formula": "C18H39AlBBrF9N3O4PS",
  "method": "ωB97M-V/def2-TZVPD",
  "e_lumo_ev": 0.9,
  "charge": -1,
  "e_homo_ev": -3.387,
  "relative_energy_kj_mol": 231.99,
  "homo_lumo_gap_ev": 4.30,
  "symbols": ["C", "B", "O", "Al", "Br", "C", "C", "C", "C", "C", "F", "F", "C", "F", "F", "S", "F", "F", "F", "F", "F", "P", "C", "C", "H", "H", "H", "H", "H", "H", "H", "H", "H", "H", "H", "H", "H", "H", "H", "H", "H", "H", "C", "C", "O", "N", "C", "H", "H", "H", "H", "H", "H", "H", "C", "C", "O", "N", "C", "H", "H", "H", "H", "H", "H", "H", "C", "C", "O", "N", "C", "H", "H", "H", "H", "H", "H", "H"],
  "positions_angstrom": [[-0.546107, -0.910390, 5.622198], [-0.059997, -0.338530, 4.153163], [0.068343, -1.344399, 3.113141], [0.345441, 1.688693, 3.965793], [0.109186, 2.741426, 6.166080], [-0.910328, 2.710211, 2.714910], [-1.969844, 1.757579, 1.928156], [-3.276783, 1.676448, 2.890505], [-4.614960, 2.224070, 2.208905], [-4.953220, 3.745963, 2.543643], [-3.690138, 4.416241, 2.463224], [-5.722595, 4.379293, 1.524157], [-5.477098, 4.038262, 4.011854], [-4.491550, 3.836670, 5.001436], [-5.743800, 5.432654, 4.070049], [-7.016637, 3.142098, 4.576988], [-6.614991, 3.516031, 6.172402], [-7.864428, 4.598780, 4.565359], [-7.533152, 2.778304, 3.054180], [-6.247814, 1.695353, 4.802299], [-8.402690, 2.427343, 5.147571], [2.556174, 2.133105, 3.240801], [2.308889, 2.584757, 1.388457], [3.053654, 3.697955, 4.219452], [-0.257587, -0.216951, 6.477587], [0.024625, -1.898415, 5.801044], [-1.650885, -1.181976, 5.637518], [-0.655890, -1.275738, 2.464314], [-0.373635, 3.298046, 1.884327], [-1.457703, 3.514859, 3.328641], [-1.566117, 0.706264, 1.764980], [-2.238994, 2.278712, 0.939763], [-3.020724, 2.138571, 3.891818], [-3.427343, 0.553844, 3.090897], [-5.461718, 1.503615, 2.421978], [-4.438698, 2.190539, 1.074841], [3.247010, 2.432153, 0.772675], [1.422794, 1.927516, 1.048376], [1.913554, 3.659073, 1.373140], [2.857268, 3.503559, 5.318042], [2.438483, 4.575329, 3.814662], [4.165026, 3.918349, 4.097520], [1.108629, -1.392938, -1.743557], [1.056721, 0.105473, -1.600933], [0.607135, 0.650478, -0.605340], [1.533947, 0.856827, -2.631836], [2.099350, 0.398468, -3.881798], [0.696131, -1.856116, -0.848032], [0.512921, -1.709273, -2.604232], [2.144383, -1.723184, -1.859675], [1.469396, 1.851276, -2.468797], [3.117295, 0.785747, -3.961287], [1.497107, 0.802335, -4.699875], [2.120347, -0.686766, -3.950225], [5.269686, -3.656815, -4.151584], [5.229481, -2.158583, -4.021080], [4.785677, -1.603970, -3.026562], [5.708024, -1.415907, -5.058834], [6.267893, -1.882580, -6.309243], [4.856458, -4.109923, -3.252312], [4.668164, -3.974049, -5.006473], [6.301916, -3.996988, -4.268048], [5.649086, -0.420261, -4.901429], [7.287710, -1.500497, -6.394528], [5.666591, -1.480642, -7.127828], [6.283235, -2.968105, -6.372952], [0.097720, -5.408444, -6.021901], [0.964014, -5.075956, -4.835650], [2.155927, -4.824590, -4.947545], [0.379388, -5.060283, -3.607348], [-1.003350, -5.327062, -3.269921], [0.699678, -5.382040, -6.928884], [-0.320019, -6.411964, -5.912333], [-0.705647, -4.674268, -6.117776], [1.019433, -4.829683, -2.860358], [-1.414814, -4.443065, -2.778361], [-1.032222, -6.168134, -2.574032], [-1.602413, -5.563783, -4.146278]],
  "forces_ev_per_a": [[1.1244, -0.8975, 0.1211], [-0.7149, -1.7171, 0.5487], [-1.0106, 0.5075, 0.7943], [-0.1059, 1.5687, -0.6550], [-0.0342, -0.1340, -0.1519], [-0.5480, 0.4596, -1.2682], [-0.4310, 1.6311, 1.3344], [0.4489, -1.2640, -0.4914], [0.0979, -0.0868, -0.5625], [2.4601, -0.5740, -1.6802], [-2.3988, -0.7675, 0.4810], [0.8011, -1.2942, 2.4575], [2.2379, 3.3249, 0.8092], [-2.0751, -0.1058, -2.7039], [0.5530, -2.8489, -0.1784], [-2.7891, 0.0761, 3.2117], [-0.7597, -0.6274, -2.2695], [0.7065, -2.5333, -0.4495], [1.0058, 0.4580, 1.9703], [-0.9147, 1.9906, -1.0520], [1.9338, 0.8857, -0.8719], [0.8760, -0.2287, 0.0608], [-1.1940, 0.4692, 0.6563], [0.1120, 0.5131, -0.6317], [-0.7359, -0.7829, -1.0817], [-0.8541, 1.1614, -0.2143], [1.1764, 0.4777, 0.0099], [0.8012, 0.2223, 0.1814], [-0.4003, -0.7950, 1.3156], [0.5023, -1.1777, -0.9937], [-0.4437, 1.4425, -0.0715], [0.2755, -1.1282, 1.2379], [-0.5162, -0.3917, -1.2436], [-0.1642, 1.6185, -0.1405], [0.7524, 1.2333, -0.1492], [-0.3889, 0.2590, 1.6125], [-1.2241, 0.2441, 0.6507], [1.7269, 0.9681, 0.2434], [0.7258, -1.2609, -0.3820], [0.0205, 0.3342, -1.3636], [0.8708, -0.9285, 0.9137], [-1.3771, -0.1977, 0.0710], [0.0445, -0.2272, 0.0307], [-0.1334, 0.4130, 0.4376], [-0.1426, -0.2975, -0.2847], [-0.1387, -0.3067, 0.0954], [-0.0556, 0.5222, 0.0793], [0.0218, 0.2169, -0.0009], [0.1586, -0.0619, -0.0520], [-0.0704, -0.0434, -0.1570], [0.0421, -0.1073, 0.0296], [0.0474, -0.2293, -0.1985], [0.1201, -0.1500, -0.1829], [0.0401, 0.1121, 0.1134], [0.0323, -0.1294, -0.0516], [-0.1493, 0.2446, 0.3750], [-0.0204, -0.0662, -0.1395], [-0.1003, -0.2719, 0.1737], [-0.0384, 0.5200, 0.1029], [-0.0103, 0.1756, -0.0763], [0.0935, -0.1039, 0.0572], [-0.0744, -0.0410, -0.1173], [0.0254, -0.1003, -0.0192], [0.0331, -0.1709, -0.2254], [0.1452, -0.1811, -0.1741], [-0.0562, 0.1102, 0.1013], [-0.0358, -0.0205, -0.1508], [0.3874, 0.1422, 0.3678], [-0.0793, -0.0333, -0.1701], [0.0936, -0.0597, -0.5159], [0.2952, 0.1302, 0.3994], [0.0531, 0.0329, 0.1770], [-0.1371, 0.1222, -0.0326], [-0.0704, -0.1720, 0.0028], [-0.0828, 0.0094, -0.0446], [-0.2360, -0.1330, -0.0195], [-0.2717, 0.0145, -0.0399], [0.1408, 0.0366, 0.0348]]
}

***

3.
{
  "formula": "C18H39As2I2N2ORu",
  "method": "ωB97M-V/def2-TZVPD",
  "s_squared": 0.764,
  "spin_multiplicity": 2,
  "e_lumo_ev": [-8.3, -8.2],
  "charge": 2,
  "e_homo_ev": [-13.185, -13.183],
  "homo_lumo_gap_ev": [4.85, 5.02],
  "symbols": ["Ru", "C", "As", "C", "C", "C", "C", "C", "C", "C", "As", "C", "C", "H", "H", "H", "H", "H", "H", "H", "H", "H", "H", "H", "H", "H", "H", "H", "H", "C", "C", "C", "C", "N", "N", "H", "H", "H", "H", "H", "H", "H", "H", "H", "H", "H", "H", "I", "I", "C", "C", "O", "C", "C", "H", "H", "H", "H", "H", "H", "H", "H", "H", "H", "H"],
  "positions_angstrom": [[-0.772737, -0.780048, -0.629394], [1.781863, -0.406948, 2.970106], [1.146163, -0.780048, 1.132306], [1.134463, -2.730648, 1.423606], [2.835163, -0.768248, 0.085106], [4.068563, -0.756448, 0.763606], [5.273863, -0.750548, 0.064706], [5.273563, -0.755848, -1.324494], [4.068763, -0.765848, -2.022794], [2.835063, -0.770848, -1.343894], [1.146063, -0.780048, -2.390994], [1.783763, -1.171348, -4.224394], [1.124863, 1.166852, -2.706094], [2.547463, -1.135148, 3.302906], [0.919863, -0.484548, 3.663806], [2.188763, 0.624152, 3.018006], [2.115163, -3.068648, 1.817606], [0.932463, -3.243548, 0.461106], [0.336763, -2.988648, 2.150406], [4.122263, -0.753148, 1.837406], [6.212463, -0.743048, 0.604206], [6.212163, -0.750748, -1.863794], [4.121763, -0.767648, -3.096594], [2.543663, -0.442048, -4.567494], [0.920863, -1.108648, -4.918394], [2.198263, -2.199948, -4.259594], [2.103763, 1.505152, -3.103994], [0.920163, 1.690052, -1.749694], [0.325663, 1.412152, -3.435694], [-1.642437, -0.041648, 4.447806], [-1.968037, 0.756052, 3.169606], [-3.496137, 0.891852, 3.059006], [-1.315837, 2.144152, 3.290106], [-1.398637, -0.019948, 2.043906], [-1.573737, 0.606952, 0.757606], [-2.019237, 0.471452, 5.340306], [-0.560737, -0.170348, 4.574606], [-2.097537, -1.039148, 4.426406], [-3.912737, 1.359052, 3.959106], [-3.976537, -0.086648, 2.944206], [-3.791737, 1.514452, 2.207706], [-1.650037, 2.655652, 4.200506], [-1.571637, 2.792552, 2.445006], [-0.223237, 2.067952, 3.338506], [-1.778437, -0.972248, 2.049006], [-1.007537, 1.478552, 0.681706], [-2.576237, 0.756352, 0.509406], [-1.826737, -2.605048, 1.195606], [-2.829337, -4.341048, 2.931606], [-0.161037, 2.476952, -1.671094], [-1.548537, 1.981152, -2.028494], [-1.545037, 0.557052, -1.966494], [-2.794337, -0.024548, -2.331694], [-2.915137, -0.158548, -3.839294], [-0.119537, 3.569552, -1.692294], [0.580863, 2.081952, -2.372994], [0.128363, 2.130852, -0.673294], [-1.810837, 2.320852, -3.035194], [-2.279237, 2.376852, -1.314594], [-3.629837, 0.548052, -1.912794], [-2.824437, -1.023348, -1.884494], [-2.937537, 0.820552, -4.326494], [-3.829537, -0.695948, -4.106894], [-2.054837, -0.699548, -4.247294], [-1.463737, -1.976548, -1.825894]],
  "forces_ev_per_a": [[0.7712, -1.0272, -1.9431], [-0.3896, 0.9842, 0.4355], [1.7707, -1.6361, -0.5286], [0.5580, -0.8474, 0.2338], [0.2267, 0.2165, -0.6924], [-0.2507, 0.0971, -0.6950], [-0.2715, -0.0426, -0.1709], [-0.2590, 0.0545, 0.1928], [-0.3325, -0.0945, 0.5862], [0.1566, -0.2678, 0.8033], [1.4590, 1.0772, 0.5076], [-0.4608, -1.3642, -0.4732], [7.5413, -9.3451, -4.8227], [-0.4471, 0.3154, -0.6194], [0.6288, 0.0524, -0.7002], [-0.2128, -0.6356, 0.0501], [-0.4213, 0.4159, -0.3257], [0.1494, 0.2054, 0.6443], [1.1742, 0.1264, -0.3815], [-0.1377, 0.0250, 0.2202], [-0.0570, -0.0176, 0.0167], [-0.0641, 0.0113, -0.0290], [-0.1257, -0.0445, -0.2300], [-0.5084, -0.2905, 0.6648], [0.4420, -0.1041, 0.4558], [-0.2665, 0.6202, -0.1255], [-0.3520, -0.5302, -0.0948], [5.0617, -5.3508, 1.8796], [0.7870, -0.8889, -0.1675], [0.1205, -0.1742, -0.1340], [-0.2979, 0.3439, 0.9745], [0.0012, -0.0103, -0.0971], [0.1001, -0.1500, -0.2476], [0.4090, 3.3530, 1.3710], [-0.3273, -1.1833, 0.2977], [0.0191, -0.0565, -0.2913], [-0.3840, 0.1139, 0.0605], [0.0065, 0.0823, -0.0114], [0.1286, -0.0543, -0.2200], [0.0849, 0.0588, 0.0509], [-0.0170, 0.0356, 0.0681], [-0.0070, -0.1745, -0.2332], [-0.0415, 0.0184, 0.0726], [-0.1146, -0.0614, 0.0227], [-0.1371, 2.1675, 0.5507], [-0.8223, -0.7721, 0.3307], [0.7992, 0.3636, 0.4155], [-2.4488, -3.8757, -1.9207], [-0.0845, -0.3578, 0.1033], [-7.9900, 8.0687, 3.6209], [0.9128, 1.4547, 0.8472], [-0.4173, -0.1445, -0.7362], [-1.5229, -0.3467, -0.9749], [0.1460, 0.1861, -0.1041], [-0.5609, 0.1883, 0.5059], [-5.0708, 7.9601, -1.0486], [0.0755, 0.2449, 0.2932], [-0.0805, -0.2160, 0.0505], [-0.3110, -0.1914, -0.1924], [0.1701, 0.1570, 0.0348], [-0.2566, 0.2685, 0.0262], [-0.1230, -0.1150, 0.0602], [0.1411, 0.1003, 0.0735], [-0.1399, -0.0800, 0.1142], [1.8704, 1.0837, 1.5756]]
}

***

Calculated strongest force on any atom in order - 0.708, 4.254, 12.941 eV/Å